## w
Formula: C3H10NO
Source: OMol25
Level of theory: ωB97M-V/def2-TZVPD

The HOMO energy is -14.89 eV. The value obtained for the LUMO energy is -3.6 eV. The value obtained for the HOMO-LUMO gap is 0.4135 hartree. The charge is +1.

Bonds (Å) are listed after each position.
Cartesian coordinates (Å):
1 O -0.056 0.155 1.049  C5 1.228
2 N -2.469 0.748 1.693  H6 1.013, H7 1.077, H8 1.060, H9 1.137
3 C 1.488 -1.100 -1.718  C4 1.555, H10 1.099, H12 1.103, H13 1.109
4 C 1.764 -0.190 -0.486  C3 1.555, C5 1.491, H11 1.100, H15 1.118
5 C 0.434 0.335 -0.062  O1 1.228, C4 1.491, H14 1.104
6 H -2.617 1.499 1.028  N2 1.013
7 H -3.194 -0.013 1.455  N2 1.077
8 H -2.678 1.149 2.652  N2 1.060
9 H -1.398 0.400 1.536  N2 1.137
10 H 0.899 -0.463 -2.393  C3 1.099
11 H 2.233 -0.759 0.330  C4 1.100
12 H 2.460 -1.339 -2.181  C3 1.103
13 H 0.896 -1.987 -1.412  C3 1.109
14 H -0.180 0.873 -0.804  C5 1.104
15 H 2.420 0.693 -0.687  C4 1.118

Mulliken atomic charge list, values in e, 8 entries:
1. O -0.60
2. N -0.60
3. C -1.03
4. C -0.34
5. C 0.16
6. H 0.37
7. H 0.39
8. H 0.39

***

## x
Formula: C3H10NO
Source: OMol25
Level of theory: ωB97M-V/def2-TZVPD

The HOMO energy is -11.74 eV. The value obtained for the LUMO energy is -8.3 eV. The value obtained for the HOMO-LUMO gap is 0.1252 hartree. The charge is +1.

Bonds (Å) are listed after each position.
Cartesian coordinates (Å):
1 O -0.090 -0.262 -0.751  C3 1.495, H13 0.970
2 N -3.036 -1.226 -1.458  H6 0.998, H11 1.000, H15 0.995
3 C 0.218 1.037 -0.078  O1 1.495, C5 1.451, H7 1.092, H8 1.077
4 C 1.855 -0.034 1.494  C5 1.484, H10 1.097, H12 1.120, H14 1.091
5 C 1.588 0.913 0.384  C3 1.451, C4 1.484, H9 1.086
6 H -3.726 -0.999 -2.143  N2 0.998
7 H -0.501 1.119 0.739  C3 1.092
8 H 0.066 1.867 -0.749  C3 1.077
9 H 2.337 1.629 0.058  C5 1.086
10 H 1.213 0.380 2.281  C4 1.097
11 H -3.244 -1.928 -0.777  N2 1.000
12 H 2.890 0.130 1.890  C4 1.120
13 H 0.766 -0.709 -0.840  O1 0.970
14 H 1.799 -1.112 1.340  C4 1.091
15 H -2.137 -0.806 -1.391  N2 0.995

Mulliken atomic charge list, values in e, 8 entries:
1. O -0.41
2. N -0.50
3. C -0.21
4. C -0.88
5. C 0.06
6. H 0.17
7. H 0.30
8. H 0.32

***

Going by the computed energies, the most stable comes first: w, x.

***

## w
Formula: C3H10NO
Source: OMol25
Level of theory: ωB97M-V/def2-TZVPD

The HOMO energy is -14.91 eV. The SMILES is C[NH2+]CCO. The value obtained for the LUMO energy is -3.6 eV. The value obtained for the HOMO-LUMO gap is 0.4147 hartree. The charge is +1.

Bonds (Å) are listed after each position.
Cartesian coordinates (Å):
1 O -2.383 0.783 0.686  C4 1.400, H6 0.957
2 N 0.869 -0.537 -0.406  C3 1.510, C5 1.513, H9 1.021, H13 1.019
3 C -0.415 0.229 -0.620  N2 1.510, C4 1.530, H10 1.089, H12 1.090
4 C -1.526 -0.259 0.312  O1 1.400, C3 1.530, H11 1.095, H15 1.094
5 C 1.909 0.144 0.457  N2 1.513, H7 1.086, H8 1.085, H14 1.087
6 H -2.744 1.222 -0.084  O1 0.957
7 H 2.880 0.040 -0.020  C5 1.086
8 H 1.649 1.193 0.550  C5 1.085
9 H 0.639 -1.439 0.014  N2 1.021
10 H -0.221 1.283 -0.424  C3 1.089
11 H -2.089 -1.070 -0.162  C4 1.095
12 H -0.696 0.121 -1.668  C3 1.090
13 H 1.287 -0.746 -1.312  N2 1.019
14 H 1.933 -0.329 1.435  C5 1.087
15 H -1.090 -0.636 1.242  C4 1.094

Mulliken atomic charge list, values in e, 8 entries:
1. O -0.50
2. N -0.14
3. C -0.52
4. C -0.46
5. C -0.77
6. H 0.31
7. H 0.37
8. H 0.30

***

## x
Formula: C3H10NO
Source: OMol25
Level of theory: ωB97M-V/def2-TZVPD

The HOMO energy is -13.20 eV. The value obtained for the LUMO energy is -9.1 eV. The value obtained for the HOMO-LUMO gap is 0.1502 hartree. The charge is +1.

Bonds (Å) are listed after each position.
Cartesian coordinates (Å):
1 O -0.937 -0.812 -1.243  C4 1.545, H13 0.938
2 N -0.336 3.796 1.155  H6 0.979, H9 0.991, H14 1.006
3 C 0.683 -0.093 0.541  C4 1.415, H8 1.110, H11 1.100
4 C -0.013 -1.170 -0.058  O1 1.545, C3 1.415, C5 1.502, H7 1.088
5 C 0.593 -2.426 -0.618  C4 1.502, H10 1.092, H12 1.069, H15 1.018
6 H 0.528 3.616 0.733  N2 0.979
7 H -0.740 -1.553 0.654  C4 1.088
8 H 0.551 0.059 1.633  C3 1.110
9 H -0.553 3.158 1.882  N2 0.991
10 H -0.258 -3.040 -0.921  C5 1.092
11 H 1.604 0.297 0.084  C3 1.100
12 H 1.126 -2.432 -1.544  C5 1.069
13 H -0.683 0.039 -1.547  O1 0.938
14 H -0.368 4.738 1.507  N2 1.006
15 H 1.067 -2.827 0.188  C5 1.018

Mulliken atomic charge list, values in e, 8 entries:
1. O -0.38
2. N -0.62
3. C -0.12
4. C 0.39
5. C -1.14
6. H 0.21
7. H 0.18
8. H 0.30

***

Going by the computed energies, the most stable comes first: w, x.